The following is a DFT calculation (the ωB97M-V functional and the def2-TZVPD basis) of 11 unconnected molecules or ions with the total composition C46H71F9O30 in a non-equilibrium geometry.

The geometry in ORCA input format:
```
! wB97M-V def2-TZVPD RIJCOSX def2/J DEFGRID3
* xyz 0 1
C -1.50 0.22 -2.17
O -1.05 -1.12 -2.34
C 0.36 -1.30 -2.25
C 0.79 -1.73 -0.85
O 0.99 -0.51 -0.13
C 2.28 0.08 -0.29
C 3.16 -0.29 0.86
O 2.67 0.14 2.12
C 3.50 -0.18 3.22
H -1.57 0.52 -1.12
H -2.53 0.26 -2.52
H -0.83 0.88 -2.71
H 0.79 -0.33 -2.49
H 0.59 -1.95 -3.10
H 1.70 -2.32 -0.89
H -0.06 -2.23 -0.39
H 2.07 1.14 -0.44
H 2.79 -0.33 -1.17
H 4.16 0.18 0.79
H 3.35 -1.37 0.90
H 4.24 0.61 3.36
H 3.90 -1.20 3.20
H 2.83 -0.30 4.07
C 6.96 -1.41 0.62
C 7.97 -1.97 -0.38
O 9.26 -2.18 0.23
C 9.39 -3.20 1.04
O 8.52 -3.92 1.42
C 10.82 -3.28 1.63
F 11.56 -2.22 1.24
F 10.74 -3.24 2.96
F 11.46 -4.38 1.26
H 5.97 -1.28 0.19
H 7.37 -0.57 1.18
H 6.82 -2.16 1.40
H 8.23 -1.24 -1.14
H 7.54 -2.86 -0.84
C 3.52 4.00 4.03
C 2.44 3.47 3.10
O 1.14 4.01 3.45
C 0.55 3.47 4.50
O 0.94 2.52 5.11
C -0.77 4.19 4.81
F -1.15 3.95 6.07
F -0.67 5.50 4.62
F -1.74 3.70 4.02
H 3.42 3.77 5.09
H 3.50 5.10 3.99
H 4.49 3.79 3.57
H 2.37 2.40 3.21
H 2.69 3.86 2.12
C -4.74 -0.83 0.41
C -5.42 -0.42 1.68
O -6.13 -1.55 2.18
C -6.90 -1.34 3.22
O -7.17 -0.30 3.74
C -7.63 -2.64 3.66
F -7.89 -2.61 4.96
F -8.81 -2.64 2.99
F -6.99 -3.77 3.37
H -4.03 -1.65 0.54
H -4.10 -0.07 -0.05
H -5.46 -1.14 -0.35
H -6.01 0.49 1.56
H -4.72 -0.05 2.43
C -1.08 1.40 1.52
C -1.09 -0.07 1.92
C -0.14 -0.51 3.03
O -0.95 -1.12 4.01
C -2.26 -0.83 3.77
O -3.13 -1.15 4.50
O -2.39 -0.16 2.62
H -0.23 1.53 0.85
H -1.02 2.04 2.39
H -2.02 1.63 1.02
H -1.15 -0.67 1.02
H 0.51 0.30 3.34
H 0.53 -1.25 2.58
C -0.01 3.71 -1.03
C 0.52 4.87 -1.86
C 0.38 4.59 -3.40
O -0.25 5.83 -3.84
C -0.59 6.62 -2.80
O -1.19 7.63 -2.90
O -0.10 6.11 -1.65
H 0.08 3.91 0.04
H 0.73 2.95 -1.30
H -1.03 3.39 -1.25
H 1.60 4.86 -1.76
H -0.26 3.78 -3.73
H 1.36 4.67 -3.86
C -2.76 -3.55 2.21
C -2.08 -4.13 3.42
C -2.95 -4.89 4.43
O -2.37 -6.19 4.50
C -1.27 -6.26 3.71
O -0.57 -7.20 3.63
O -1.12 -5.11 3.02
H -3.51 -4.25 1.84
H -2.01 -3.33 1.44
H -3.20 -2.57 2.37
H -1.59 -3.36 4.02
H -4.01 -5.02 4.18
H -2.91 -4.37 5.39
C 2.42 -2.80 5.74
C 1.27 -3.77 5.68
C 1.56 -5.16 6.24
O 0.29 -5.49 6.81
C -0.41 -4.34 7.05
O -1.52 -4.35 7.45
O 0.36 -3.29 6.70
H 2.82 -2.68 6.75
H 2.30 -1.81 5.31
H 3.29 -3.11 5.14
H 0.85 -3.83 4.68
H 2.34 -5.23 7.00
H 1.81 -5.84 5.42
C -4.60 5.39 -6.20
C -3.68 5.34 -5.01
C -4.13 6.10 -3.73
O -3.91 5.10 -2.72
C -3.60 3.92 -3.24
O -3.36 2.91 -2.64
O -3.58 3.98 -4.60
H -5.57 4.94 -5.96
H -4.30 4.84 -7.09
H -4.82 6.44 -6.42
H -2.72 5.76 -5.31
H -5.19 6.35 -3.84
H -3.51 6.96 -3.52
C -2.55 -2.66 -6.47
C -3.31 -1.49 -5.86
C -2.44 -0.24 -5.70
O -3.35 0.80 -5.91
C -4.41 0.35 -6.63
O -5.25 1.03 -7.10
O -4.37 -1.00 -6.69
H -1.81 -2.89 -5.70
H -1.97 -2.30 -7.33
H -3.15 -3.52 -6.72
H -3.76 -1.83 -4.92
H -1.60 -0.24 -6.40
H -2.02 -0.26 -4.69
C 1.49 -0.85 -7.21
C 2.46 -0.24 -6.22
C 3.06 1.12 -6.60
O 2.99 1.88 -5.41
C 2.11 1.29 -4.56
O 1.71 1.79 -3.56
O 1.73 0.10 -5.04
H 0.64 -0.16 -7.28
H 1.16 -1.82 -6.86
H 1.85 -0.93 -8.23
H 3.30 -0.92 -6.05
H 2.53 1.58 -7.45
H 4.09 1.04 -6.94
*
```

## Properties
- E (a.u.) = -4951.463503
- LUMO (eV) = -0.5185
- ΔE to the lowest compared entry with this formula, charge and spin (eV) = 0.000
- HOMO level (Ha) = -0.3705
- frontier orbital gap (eV) = 9.56

The following is a DFT calculation (the ωB97M-V functional and the def2-TZVPD basis) of 13 unconnected molecules or ions with the total composition C46H72Br6O30 in a non-equilibrium geometry.

The geometry in ORCA input format:
```
! wB97M-V def2-TZVPD RIJCOSX def2/J DEFGRID3
* xyz 0 1
Br 3.05 7.44 -3.54
C 1.11 7.22 -3.06
C 0.79 6.99 -1.63
Br 0.54 8.56 -0.54
H 0.57 6.61 -3.79
H 0.84 8.16 -3.54
H 1.37 6.25 -1.07
H -0.15 6.47 -1.47
Br -8.80 -7.71 0.73
C -7.40 -6.55 -0.10
C -6.66 -5.97 1.09
Br -5.23 -4.79 0.25
H -7.89 -5.93 -0.86
H -6.66 -7.21 -0.54
H -6.03 -6.78 1.44
H -7.27 -5.38 1.78
Br 0.13 -8.51 -4.73
C -1.35 -7.29 -4.17
C -2.13 -7.14 -5.46
Br -3.50 -5.81 -5.01
H -0.85 -6.38 -3.85
H -1.93 -7.63 -3.32
H -2.61 -8.05 -5.82
H -1.47 -6.82 -6.26
C -1.56 -9.73 5.05
C -2.21 -8.52 4.29
C -1.80 -7.16 4.72
O -1.37 -6.72 3.44
C -1.33 -7.62 2.47
O -0.86 -7.39 1.31
O -1.81 -8.73 2.96
H -2.24 -10.57 5.20
H -1.10 -9.49 6.00
H -0.68 -10.06 4.49
H -3.29 -8.61 4.39
H -1.06 -7.27 5.51
H -2.73 -6.75 5.10
C -0.49 -1.67 -1.47
C 0.85 -0.82 -1.64
C 0.55 0.60 -2.25
O 1.07 1.37 -1.21
C 1.43 0.66 -0.09
O 1.79 1.17 0.99
O 1.30 -0.62 -0.36
H -0.26 -2.71 -1.22
H -1.28 -1.67 -2.23
H -1.10 -1.37 -0.62
H 1.77 -1.28 -1.99
H -0.53 0.69 -2.37
H 1.14 0.74 -3.16
C -4.72 8.67 -6.38
C -5.49 7.64 -5.47
C -6.36 6.57 -6.18
O -5.41 5.50 -6.00
C -4.44 5.76 -5.15
O -3.67 4.90 -4.68
O -4.53 7.02 -4.70
H -4.66 8.40 -7.43
H -3.67 8.78 -6.13
H -5.13 9.68 -6.34
H -6.09 8.29 -4.85
H -6.65 6.92 -7.17
H -7.26 6.21 -5.69
C 4.43 6.25 2.22
C 5.16 6.91 1.05
C 6.33 7.64 1.61
O 7.24 7.40 0.55
C 6.87 6.22 -0.04
O 7.62 5.65 -0.82
O 5.76 5.87 0.41
H 3.49 5.71 2.16
H 4.10 6.96 2.98
H 4.90 5.36 2.65
H 4.64 7.48 0.28
H 6.74 7.09 2.45
H 6.04 8.65 1.89
C 1.34 1.20 6.54
C 0.78 2.25 7.54
C 1.00 3.69 7.05
O -0.22 4.37 7.31
C -1.17 3.47 7.74
O -2.31 3.68 8.13
O -0.63 2.11 7.68
H 2.15 1.65 5.97
H 0.48 0.84 5.96
H 1.97 0.52 7.11
H 1.25 2.22 8.52
H 1.23 3.58 5.99
H 1.94 4.07 7.45
C -4.18 -0.91 4.97
C -4.19 -1.23 6.45
C -5.43 -0.53 7.02
O -6.12 -1.51 7.79
C -5.51 -2.77 7.51
O -6.03 -3.82 7.90
O -4.40 -2.61 6.70
H -4.42 0.14 4.81
H -5.00 -1.32 4.37
H -3.30 -1.26 4.42
H -3.28 -0.97 6.98
H -6.00 -0.04 6.23
H -5.06 0.23 7.72
C 9.09 0.43 -0.17
C 7.51 0.27 -0.18
C 6.82 0.84 -1.41
O 6.05 -0.23 -1.78
C 6.37 -1.38 -1.19
O 6.12 -2.53 -1.59
O 7.14 -1.18 -0.16
H 9.40 0.20 -1.19
H 9.73 -0.15 0.50
H 9.26 1.50 -0.05
H 7.00 0.83 0.60
H 7.50 1.40 -2.06
H 6.23 1.73 -1.19
C 5.26 -6.17 1.86
C 5.17 -4.98 2.90
C 3.96 -4.00 2.68
O 2.96 -4.57 3.55
C 3.58 -5.41 4.50
O 2.97 -5.81 5.51
O 4.90 -5.67 4.13
H 6.08 -6.84 2.13
H 5.46 -6.05 0.80
H 4.37 -6.80 1.78
H 6.01 -4.30 2.78
H 3.48 -4.17 1.72
H 4.09 -2.93 2.84
C -6.18 0.13 -4.44
C -6.24 -0.60 -3.07
C -6.15 0.21 -1.73
O -7.41 -0.07 -1.19
C -8.23 -0.62 -2.06
O -9.45 -0.72 -1.96
O -7.56 -1.14 -3.06
H -5.27 0.62 -4.79
H -6.85 0.98 -4.59
H -6.46 -0.65 -5.15
H -5.53 -1.43 -3.09
H -5.82 1.22 -2.00
H -5.47 -0.11 -0.95
C 5.19 1.23 -6.45
C 4.47 2.54 -6.43
C 4.89 3.53 -7.46
O 3.66 4.02 -7.96
C 2.63 3.34 -7.48
O 1.45 3.60 -7.73
O 3.12 2.31 -6.73
H 5.35 0.73 -7.40
H 4.64 0.46 -5.91
H 6.16 1.31 -5.96
H 4.67 3.08 -5.51
H 5.51 2.98 -8.16
H 5.55 4.23 -6.96
*
```

## Properties
- E (a.u.) = -19497.069902
- LUMO (eV) = -0.1411
- HOMO level (Ha) = -0.3770
- frontier orbital gap (eV) = 10.12

> The highest HOMO level belongs to which entry?

C46H71F9O30

> Number 2 is which compound?

C46H72Br6O30

> Number 2 is which compound?

C46H72Br6O30